Record 1
ORCA calculation (wB97M-V/def2-TZVPD) on a molecular structure, C37H63ClFN9O3P3SSc in a non-equilibrium geometry.

Calculated total energy, hartree: -4909.2355
Charge: +2
Energy above the lowest of the compared OMol25 structures with the same formula, charge and spin, kcal/mol: 16.6

Atoms and positions in Å:
Sc -0.71910 -0.26950 1.06988
Cl -2.54849 -2.02644 2.03511
C -2.90120 -3.41948 1.02498
C -3.89353 -4.25707 1.50333
C -4.19229 -5.41061 0.80116
C -3.48603 -5.71973 -0.35311
C -2.49525 -4.86511 -0.80663
C -2.18808 -3.67391 -0.14045
P -0.90860 -2.52575 -0.80037
C 0.30341 -3.74753 -1.43018
C 0.81595 -4.71016 -0.55252
C 1.78318 -5.61031 -0.97327
C 2.25063 -5.56452 -2.28186
C 1.74117 -4.62174 -3.16166
C 0.77584 -3.71301 -2.73864
C -1.63866 -1.85364 -2.34330
C -2.65024 -2.46132 -3.08084
C -3.09821 -1.89068 -4.26634
C -2.53424 -0.71311 -4.73551
C -1.52630 -0.09600 -4.00793
C -1.09265 -0.65809 -2.81692
H -4.41649 -4.00959 2.41851
H -4.96769 -6.07170 1.16437
H -3.70454 -6.62782 -0.90038
H -1.93413 -5.13113 -1.69363
H 0.42050 -4.79066 0.45694
H 2.15869 -6.36105 -0.28923
H 2.99535 -6.27589 -2.61752
H 2.08602 -4.59769 -4.18841
H 0.37071 -2.99601 -3.44401
H -3.10991 -3.37920 -2.73992
H -3.88546 -2.37733 -4.82754
H -2.87686 -0.28127 -5.66722
H -1.08270 0.82595 -4.36626
H -0.32338 -0.15482 -2.24208
F -2.14179 -0.05682 -0.06674
C -1.36466 0.74461 5.52738
P 0.00422 0.47139 4.41611
C 0.78858 2.03790 4.08018
C 1.17431 -0.53751 5.29829
O -0.45731 -0.18905 3.13132
H -1.06797 1.36964 6.37071
H -1.71512 -0.21883 5.90001
H -2.17923 1.22721 4.98937
H 1.32764 2.39709 4.95860
H 0.03397 2.76821 3.78809
H 1.48601 1.89629 3.24937
H 1.43404 -0.06866 6.24988
H 2.07632 -0.67174 4.69953
H 0.72645 -1.51526 5.46924
C -1.80220 2.63422 -1.18416
N -2.48968 3.04259 0.03553
C -2.24407 2.51579 1.24264
N -3.09671 2.83861 2.24041
O -1.24823 1.78367 1.49522
H -1.77526 3.48087 -1.86897
H -2.30465 1.79452 -1.65695
H -0.78336 2.34795 -0.94239
H -3.40914 3.44397 -0.08456
H -4.03904 3.09762 1.98868
H -3.03558 2.25163 3.05289
C -6.25986 4.28693 -1.63757
N -5.85899 3.44021 -0.51497
C -5.57567 2.11217 -0.64972
N -5.39345 1.68639 -1.92058
S -5.38950 1.09532 0.66150
H -6.37369 5.30505 -1.27832
H -7.20733 3.97277 -2.08280
H -5.48647 4.28960 -2.40425
H -6.27886 3.65253 0.37662
H -5.82238 2.16774 -2.69403
H -5.24410 0.69626 -2.02792
N 0.50084 -3.05044 3.04622
N 0.88228 -2.30783 1.88070
H 1.05742 -3.89301 3.13457
H -0.47101 -3.31343 2.95146
H 1.15899 -2.93354 1.12887
H 1.70243 -1.77025 2.12982
O 1.09893 0.31042 0.42065
P 2.22630 1.19425 -0.11262
N 2.77237 0.49635 -1.48243
C 2.44615 -0.92486 -1.79674
C 3.50032 -1.31821 -2.82601
C 4.71996 -0.49024 -2.42386
C 4.10235 0.85125 -2.04540
N 3.39029 1.28826 1.03995
C 4.04015 0.03461 1.48372
C 5.12650 0.51687 2.43208
C 5.60884 1.79824 1.74888
C 4.32162 2.43570 1.22229
N 1.75905 2.71039 -0.45597
C 2.09161 3.44917 -1.70484
C 1.83621 4.91519 -1.34297
C 0.82786 4.85585 -0.19486
C 1.29617 3.64533 0.60103
H 1.43533 -1.00875 -2.18262
H 2.51639 -1.55664 -0.90656
H 3.17203 -1.03347 -3.82870
H 3.68688 -2.38975 -2.81725
H 5.44735 -0.38555 -3.22707
H 5.22216 -0.94364 -1.56641
H 3.97743 1.47212 -2.93305
H 4.70333 1.40681 -1.32189
H 4.48683 -0.49952 0.63821
H 3.31491 -0.62685 1.95454
H 5.91718 -0.21928 2.56253
H 4.69998 0.74746 3.41129
H 6.28432 1.55270 0.92750
H 6.13334 2.46688 2.42824
H 4.48340 2.98264 0.29298
H 3.91818 3.13382 1.95406
H 1.44243 3.11240 -2.51439
H 3.12184 3.29329 -2.01324
H 1.47477 5.47929 -2.20059
H 2.76032 5.38406 -0.99922
H -0.18173 4.69564 -0.57469
H 0.82638 5.76105 0.41003
H 0.51231 3.18164 1.19463
H 2.11434 3.93861 1.26092

Cartesian forces (eV/Å) of the 2 atoms listed first:
0.8490 -0.3439 0.7379
-0.1489 -0.1850 0.2970

=====

Record 2
ORCA calculation (wB97M-V/def2-TZVPD) on a single C3H2Cl2 molecule in a non-equilibrium geometry.

Calculated total energy, hartree: -1035.7503
Structure (SMILES): C#CC(Cl)Cl
Energy above the lowest of the compared OMol25 structures with the same formula, charge and spin, kcal/mol: 42.7

Atoms and positions in Å:
C -0.39794 -0.46030 0.74764
C 0.63532 -0.13089 -0.15418
C 1.21030 0.42678 -1.20800
H -0.56496 -1.52715 1.08444
H 1.31390 0.91417 -2.37153
Cl -0.23925 0.70314 2.03063
Cl -1.95737 0.07424 -0.12901

Cartesian forces (eV/Å) of the 2 atoms listed first:
-1.8242 -0.1800 0.1036
4.9943 3.5349 -9.2292

=====

Record 3
ORCA calculation (wB97M-V/def2-TZVPD) on a molecular structure, C51H48N8O10PdTe.

2S+1: 6
Calculated total energy, hartree: -3558.0311
Charge: +1
Energy above the lowest of the compared OMol25 structures with the same formula, charge and spin, kcal/mol: 69.5

Atoms and positions in Å:
Pd 1.75058 1.57203 1.76383
O 1.81462 5.08515 3.69285
C 1.54617 4.00874 3.19954
N 1.98552 3.49904 2.02706
C 3.05687 4.14542 1.29039
C 3.91392 3.09294 0.64250
C 5.12518 3.40625 0.04550
C 5.85329 2.41602 -0.58179
C 5.35891 1.11742 -0.59823
C 4.16056 0.86396 0.02533
N 3.45041 1.82703 0.62513
C 0.59790 3.04345 3.89022
C -0.08383 3.39125 5.03342
C -0.93987 2.46272 5.60612
C -1.07653 1.21058 5.02165
C -0.35059 0.92225 3.88394
N 0.45896 1.82695 3.33512
H 3.65044 4.78533 1.94277
H 2.65604 4.78782 0.50083
H 5.48222 4.42735 0.08159
H 6.80334 2.64812 -1.04669
H 5.89402 0.31314 -1.08344
H 3.74179 -0.12867 0.06356
H 0.07824 4.37990 5.44153
H -1.49410 2.71055 6.50263
H -1.72946 0.45910 5.44210
H -0.39124 -0.04438 3.39867
O 4.63768 0.22120 -5.58787
C 3.32944 0.34148 -6.13820
N 2.42645 0.66458 -5.07617
C 1.91395 1.91668 -4.91389
O 1.98535 2.79284 -5.75119
C 1.21948 2.16055 -3.60516
C 0.21013 3.11097 -3.52420
C -0.38752 3.34620 -2.29751
C 0.06421 2.63907 -1.19237
N 1.04852 1.73464 -1.25378
C 1.60039 1.51685 -2.44391
H 5.28439 0.42337 -6.27092
H 3.02557 -0.60047 -6.59014
H 3.26538 1.14227 -6.86981
H 2.33115 -0.01000 -4.33402
H -0.08432 3.64433 -4.41968
H -1.18691 4.06750 -2.18713
H -0.38693 2.81359 -0.21630
H 2.40645 0.78565 -2.45895
O -3.40270 4.97975 2.94290
C -3.10611 4.07692 2.04597
O -2.06563 3.88163 1.47516
C -4.33501 3.18738 1.96082
C -5.62561 3.70098 1.92191
C -6.65466 2.78205 1.77436
C -6.43924 1.42569 1.67626
C -5.12480 0.96413 1.72280
C -4.07151 1.83171 1.89734
N -4.92009 -0.43452 1.61121
O -5.86703 -1.22285 1.77112
O -3.84738 -0.79333 0.83002
N -8.05208 3.28808 1.69551
O -8.94546 2.47239 1.71935
O -8.18991 4.48805 1.59915
H -5.83579 4.75772 1.98900
H -7.26455 0.74181 1.55504
H -3.05646 1.47642 1.96676
C -0.00415 -2.59597 -6.76280
C 0.23241 -2.34561 -5.29579
C -0.68905 -1.64055 -4.53399
C -0.51770 -1.43078 -3.16910
C -1.58436 -0.65972 -2.43857
C 0.62594 -1.95897 -2.54333
Te 1.15678 -1.68461 -0.42588
N 1.52239 -0.42511 1.48060
C 2.17674 -0.82632 2.53232
O 2.63538 0.11360 3.30864
C 2.37117 -2.23868 2.96062
C 1.64549 -2.71100 4.04770
C 1.75700 -4.03871 4.43501
C 2.60816 -4.89321 3.74554
C 3.35961 -4.41418 2.67841
C 3.24086 -3.08957 2.28490
C -0.71139 -2.22838 0.40399
C -1.54396 -1.26314 0.86547
C -1.26187 0.20075 0.71769
C -2.84044 -1.61663 1.52521
C -3.17321 -3.08311 1.51490
C -4.47980 -3.57590 2.05071
C -2.27428 -3.97131 1.01886
C -1.01460 -3.61493 0.46352
C -0.16156 -4.71556 -0.10237
C 1.59863 -2.64386 -3.30115
C 2.86819 -3.25500 -2.73497
C 1.36631 -2.83408 -4.66212
H -0.71386 -1.88103 -7.17819
H -0.41455 -3.59631 -6.91662
H 0.92279 -2.53715 -7.33320
H -1.57873 -1.24296 -5.01452
H -2.42642 -0.45415 -3.09914
H -1.20591 0.29871 -2.07830
H -1.95984 -1.21973 -1.58348
H 0.99556 -2.03611 4.59448
H 1.18782 -4.40372 5.28149
H 2.69555 -5.92984 4.04737
H 4.04591 -5.07172 2.15780
H 3.84918 -2.70960 1.47301
H -0.38576 0.38911 0.10035
H -1.06809 0.67917 1.68871
H -2.10151 0.70806 0.25392
H -2.82978 -1.26620 2.56667
H -4.74713 -3.09046 2.99043
H -4.43566 -4.65283 2.21114
H -5.28970 -3.36065 1.35798
H -2.53446 -5.02545 1.04163
H -0.46945 -5.68072 0.29850
H 0.89507 -4.58829 0.13077
H -0.25827 -4.76154 -1.19373
H 3.33858 -2.65217 -1.96177
H 3.60091 -3.39425 -3.52888
H 2.66628 -4.23690 -2.29832
H 2.10051 -3.38760 -5.24170

Cartesian forces (eV/Å) of the 2 atoms listed first:
0.7623 -0.2518 0.4192
0.0556 0.0644 -0.0243

=====

Record 4
ORCA calculation (wB97M-V/def2-TZVPD) on a gas-phase ion, C5H7N2O2S (charge +1) in a non-equilibrium geometry.

Calculated total energy, hartree: -852.4254
Charge: +1
Energy above the lowest of the compared OMol25 structures with the same formula, charge and spin, kcal/mol: 98.5

Atoms and positions in Å:
C -0.13550 0.61929 1.46824
C -0.98074 1.62148 -0.49625
C 0.82065 -0.29414 -0.49855
C -0.28342 -1.11264 -0.98834
C 2.05290 -0.91152 0.19367
N -2.35555 1.20057 1.34387
N -1.18139 0.96299 0.73956
O 0.50776 0.24225 2.35945
O -1.69674 2.30398 -1.14362
S 0.82158 1.41697 -0.88071
H -0.42567 -1.98979 -0.40005
H -0.11918 -1.59253 -1.93600
H -1.13180 -0.49945 -1.18083
H 2.52149 0.00289 0.63164
H 2.67766 -0.98028 -0.70200
H 1.98737 -1.78272 0.72667
H -3.07941 0.79265 0.76325

Cartesian forces (eV/Å) of the 2 atoms listed first:
1.8341 -1.9613 0.1582
2.2670 1.3584 -2.4509